#w
{"formula": "C3H4N2O", "method": "ωB97M-V/def2-TZVPD", "symbols": ["N", "C", "C", "O", "C", "N", "H", "H", "H", "H"], "coordinates": [[1.73636, -0.48744, 0.63638], [0.73888, 0.14261, -0.02456], [0.12970, 1.15275, -0.53445], [-2.39596, 0.58617, 0.16319], [-1.71852, -0.38095, -0.10518], [-0.45551, -0.27713, -0.71438], [2.59795, 0.04133, 0.67540], [1.86737, -1.45679, 0.38578], [-0.38470, 2.08700, -0.43223], [-2.11558, -1.40754, -0.04996]], "homo_energy_ev": -8.17, "e_lumo_ev": 0.648, "gap_ev": 8.818, "smiles": "NC1=CN1C=O", "multiplicity": 1}


#x
{"formula": "C3H4N2O", "method": "ωB97M-V/def2-TZVPD", "symbols": ["C", "C", "N", "O", "C", "N", "H", "H", "H", "H"], "coordinates": [[0.06530, -1.35045, 1.06771], [0.22082, -0.31279, 0.00714], [0.92761, -0.10676, -0.98620], [0.81712, 0.93264, -1.73966], [-0.52658, 1.80360, -0.91610], [-0.89846, 1.17170, 0.05466], [0.79353, -2.16970, 1.01172], [0.16960, -0.87014, 2.04207], [-0.93568, -1.78208, 1.00207], [-0.63327, 2.68399, -1.54341]], "homo_energy_ev": -9.92, "e_lumo_ev": 0.995, "gap_ev": 10.914, "multiplicity": 1}


#y
{"formula": "C3H4N2O", "method": "ωB97M-V/def2-TZVPD", "symbols": ["O", "C", "C", "N", "C", "N", "H", "H", "H", "H"], "coordinates": [[-1.81492, -0.87476, -0.16339], [-0.68468, -0.14877, -0.40607], [-0.41553, 1.18564, -0.29978], [0.88854, 1.35304, 0.10748], [1.39184, 0.14688, 0.20246], [0.50131, -0.80318, -0.17542], [-1.71896, -0.94959, 0.80000], [-1.09784, 2.01470, -0.44020], [2.33111, -0.12542, 0.65875], [0.61914, -1.79855, -0.28384]], "homo_energy_ev": -8.71, "e_lumo_ev": 0.571, "gap_ev": 9.284, "smiles": "Oc1cnc[nH]1", "multiplicity": 1}


#z
{"formula": "C3H4N2O", "method": "ωB97M-V/def2-TZVPD", "symbols": ["N", "C", "C", "N", "C", "O", "H", "H", "H", "H"], "coordinates": [[-1.74462, -0.21640, 0.20674], [-0.42319, -0.48044, 0.35744], [0.63328, -1.18110, 0.55459], [0.81638, 0.32504, 0.45633], [1.15908, 0.89863, -0.77672], [0.35942, 1.11155, -1.66137], [-1.91328, 0.67177, -0.24477], [-2.32921, -0.38568, 1.01369], [1.23749, -1.99229, 0.91934], [2.20466, 1.24890, -0.82528]], "homo_energy_ev": -8.41, "e_lumo_ev": 0.881, "gap_ev": 9.287, "smiles": "NC1=CN1C=O", "multiplicity": 1}


Most stable: #y


#w
{"formula": "C3H4N2O", "method": "ωB97M-V/def2-TZVPD", "symbols": ["N", "C", "N", "O", "C", "C", "H", "H", "H", "H"], "coordinates": [[2.09645, -0.13625, -0.55723], [0.87466, 0.14001, -1.06020], [-0.11300, 0.46280, -1.56803], [-1.20396, 0.76825, -2.03920], [-1.86865, 0.07285, 0.86604], [-1.31178, -0.31285, 1.86111], [2.34301, 0.37432, 0.28154], [2.30602, -1.12509, -0.47313], [-2.29150, 0.41209, -0.06184], [-0.83124, -0.65613, 2.75094]], "homo_energy_ev": -8.91, "e_lumo_ev": 0.414, "gap_ev": 9.324, "smiles": "NC#[N+][O-].C#C", "multiplicity": 1}


#x
{"formula": "C3H4N2O", "method": "ωB97M-V/def2-TZVPD", "symbols": ["O", "C", "C", "N", "C", "N", "H", "H", "H", "H"], "coordinates": [[2.20591, -0.44051, -0.19121], [0.88800, -0.15240, -0.09974], [-0.13504, -1.02665, 0.14462], [-1.26710, -0.22398, 0.16211], [-0.86467, 1.04654, -0.06593], [0.43658, 1.12651, -0.23905], [2.65498, 0.40938, -0.30279], [-0.16810, -2.09801, 0.26555], [-2.19075, -0.51519, 0.43695], [-1.55981, 1.87431, -0.11052]], "homo_energy_ev": -8.29, "e_lumo_ev": 0.933, "gap_ev": 9.227, "smiles": "Oc1c[nH]cn1", "multiplicity": 1}


#y
{"formula": "C3H4N2O", "method": "ωB97M-V/def2-TZVPD", "symbols": ["O", "C", "C", "C", "N", "N", "H", "H", "H", "H"], "coordinates": [[-2.01439, 0.25815, 0.30045], [-0.71603, -0.00949, -0.00805], [0.38707, 0.86386, -0.02608], [1.46914, 0.01193, -0.10594], [1.09728, -1.28720, -0.15031], [-0.21822, -1.36313, -0.03577], [-2.15789, 0.03196, 1.22933], [0.35763, 1.94278, 0.01326], [2.52119, 0.26629, -0.16154], [-0.72579, -0.71516, -1.05536]], "homo_energy_ev": -10.07, "e_lumo_ev": 0.366, "gap_ev": 10.436, "multiplicity": 1}


Most stable: #x


#w
{"formula": "C3H4N2O", "method": "ωB97M-V/def2-TZVPD", "symbols": ["O", "C", "N", "N", "C", "C", "H", "H", "H", "H"], "coordinates": [[2.22162, 0.20454, -0.34850], [0.89613, 0.03566, -0.16216], [0.38792, -1.16726, 0.01539], [-0.91350, -0.94088, 0.31769], [-1.22404, 0.37259, 0.27029], [-0.08681, 1.05458, -0.06391], [2.61496, -0.68009, -0.28793], [-1.57275, -1.68823, 0.18527], [-2.20099, 0.75603, 0.52836], [-0.12253, 2.05306, -0.45449]], "homo_energy_ev": -8.95, "e_lumo_ev": 1.056, "gap_ev": 10.007, "smiles": "Oc1cc[nH]n1", "multiplicity": 1}


#x
{"formula": "C3H4N2O", "method": "ωB97M-V/def2-TZVPD", "symbols": ["N", "C", "C", "O", "N", "C", "H", "H", "H", "H"], "coordinates": [[-1.57963, 0.54994, -0.21197], [-0.46496, 1.29814, -0.47620], [0.56442, 1.88730, -0.68166], [2.64672, -2.59944, 0.96681], [1.56009, -2.10692, 0.78458], [0.50724, -1.65308, 0.61586], [-2.12082, 0.34412, -1.04470], [-2.17413, 0.96606, 0.49657], [1.46545, 2.42658, -0.87030], [-0.40438, -1.11272, 0.42101]], "homo_energy_ev": -9.54, "e_lumo_ev": 0.539, "gap_ev": 10.083, "smiles": "C#[N+][O-].C#CN", "multiplicity": 1}


Most stable: #w


#w
{"formula": "C3H4N2O", "method": "ωB97M-V/def2-TZVPD", "symbols": ["N", "C", "C", "C", "N", "O", "H", "H", "H", "H"], "coordinates": [[1.77497, -0.11647, -0.25067], [0.44455, -0.30361, -0.02576], [-0.53480, 0.52090, -0.48852], [-1.65647, 0.11127, 0.25674], [-1.41717, -0.93247, 1.00941], [-0.04879, -1.21173, 0.81583], [2.51540, -0.72569, 0.04752], [1.97747, 0.86364, -0.34828], [-0.43453, 1.19500, -1.32275], [-2.62062, 0.59916, 0.30649]], "homo_energy_ev": -8.61, "e_lumo_ev": 0.851, "gap_ev": 9.458, "smiles": "Nc1ccno1", "multiplicity": 1}


#x
{"formula": "C3H4N2O", "method": "ωB97M-V/def2-TZVPD", "symbols": ["O", "C", "C", "N", "C", "N", "H", "H", "H", "H"], "coordinates": [[2.37748, -0.00748, 0.40817], [1.18709, 0.17635, 0.31218], [0.23913, -0.90822, -0.19636], [-1.01190, -0.16516, -0.27888], [-0.74511, 1.10300, 0.13377], [0.48426, 1.38953, 0.42446], [0.83259, -1.08799, -1.12431], [0.13375, -1.79701, 0.43901], [-1.94987, -0.54316, -0.31578], [-1.54744, 1.84015, 0.19774]], "homo_energy_ev": -9.51, "e_lumo_ev": 0.639, "gap_ev": 10.151, "smiles": "O=C1CNC=N1", "multiplicity": 1}


#y
{"formula": "C3H4N2O", "method": "ωB97M-V/def2-TZVPD", "symbols": ["O", "C", "C", "N", "C", "N", "H", "H", "H", "H"], "coordinates": [[1.12869, -1.40146, 1.60107], [0.94931, -0.83598, 0.56568], [0.81470, -0.81538, -0.89400], [0.64935, 0.38510, 0.01824], [-0.59497, 1.04026, 0.17878], [-1.52697, 0.50337, 0.84101], [1.66030, -0.76500, -1.57512], [-0.10635, -1.24337, -1.29338], [-0.63274, 2.01685, -0.31360], [-2.34132, 1.11561, 0.87132]], "homo_energy_ev": -9.80, "e_lumo_ev": 0.833, "gap_ev": 10.636, "smiles": "[H]/N=C/N1CC1=O", "multiplicity": 1}


Most stable: #x


#w
{"formula": "C3H4N2O", "method": "ωB97M-V/def2-TZVPD", "symbols": ["O", "C", "C", "N", "C", "N", "H", "H", "H", "H"], "coordinates": [[0.72247, 1.71246, 1.93050], [0.41394, 2.22491, 0.78332], [0.11769, 1.03738, -0.17413], [0.19860, -0.14150, 0.29082], [-0.13565, -1.25991, -0.48942], [-1.28496, -1.38299, -1.00565], [0.68886, 0.71383, 1.89598], [-0.15822, 1.25207, -1.21027], [0.67295, -1.99753, -0.53418], [-1.35844, -2.28386, -1.47824]], "homo_energy_ev": -9.08, "e_lumo_ev": -0.848, "gap_ev": 8.228, "multiplicity": 1}


#x
{"formula": "C3H4N2O", "method": "ωB97M-V/def2-TZVPD", "symbols": ["O", "C", "N", "C", "C", "N", "H", "H", "H", "H"], "coordinates": [[-0.68181, 0.30833, 2.07550], [-0.41378, 0.18985, 0.76812], [-1.24351, 0.31555, -0.22784], [-0.42681, 0.08215, -1.35052], [0.85200, -0.08601, -0.97138], [0.86405, -0.08882, 0.39196], [-1.62498, 0.51187, 2.12408], [-0.63957, -0.57804, -2.15700], [1.67292, -0.31429, -1.62740], [1.64149, -0.34060, 0.97447]], "homo_energy_ev": -8.43, "e_lumo_ev": 0.790, "gap_ev": 9.215, "smiles": "Oc1ncc[nH]1", "multiplicity": 1}


#y
{"formula": "C3H4N2O", "method": "ωB97M-V/def2-TZVPD", "symbols": ["C", "C", "C", "H", "H", "H", "H", "N", "N", "O"], "coordinates": [[0.21292, 0.98650, 0.15639], [-1.11744, 0.63967, -0.14556], [-1.15636, -0.81963, -0.12622], [2.49212, -0.92908, 0.32898], [0.66372, 1.86504, -0.05723], [-2.05986, 1.17782, -0.29464], [-2.07497, -1.49032, 0.14400], [0.79998, -0.14085, 0.29986], [0.07919, -1.18086, -0.01522], [2.16070, -0.10829, -0.29036]], "homo_energy_ev": -9.40, "e_lumo_ev": 0.794, "gap_ev": 10.194, "smiles": "On1cccn1", "multiplicity": 1}


Most stable: #x


#w
{"formula": "C3H4N2O", "method": "ωB97M-V/def2-TZVPD", "symbols": ["O", "C", "C", "N", "N", "C", "H", "H", "H", "H"], "coordinates": [[-1.71932, 0.65404, 0.81645], [-0.60579, 0.14888, 0.18646], [0.76204, 0.45502, 0.54898], [1.73955, -0.13837, -0.03196], [0.11343, -1.56599, -1.48779], [-0.56707, -0.82125, -0.76810], [-1.95663, 1.49519, 0.40453], [0.86853, 1.21198, 1.33541], [2.64475, 0.16486, 0.31461], [-1.27947, -1.60436, -1.31858]], "homo_energy_ev": -8.03, "e_lumo_ev": -0.523, "gap_ev": 7.508, "multiplicity": 1}


#x
{"formula": "C3H4N2O", "method": "ωB97M-V/def2-TZVPD", "symbols": ["N", "C", "C", "O", "N", "C", "H", "H", "H", "H"], "coordinates": [[1.74231, -0.02320, -0.07189], [0.75008, -0.95747, -0.15346], [-0.15701, -1.74992, -0.17975], [-2.96294, 0.37982, 0.31699], [-1.94130, 1.01493, 0.31795], [-0.98022, 1.66242, 0.30728], [1.87200, 0.49959, -0.92770], [2.62597, -0.40924, 0.23830], [-0.97169, -2.43845, -0.19532], [0.02280, 2.02154, 0.34760]], "homo_energy_ev": -9.20, "e_lumo_ev": 0.686, "gap_ev": 9.886, "smiles": "C#[N+][O-].C#CN", "multiplicity": 1}


Most stable: #w